Record 1
The following is a quantum chemistry calculation of 2 unconnected molecules or ions with the total composition C9H11O2 in a non-equilibrium geometry, from the OMol25 dataset.

XYZ file:
```
22
C9H11O2 (ωB97M-V/def2-TZVPD)
C -0.518 1.050 4.630
C -1.225 -0.341 4.677
O -2.305 -0.334 5.324
O -0.651 -1.308 4.125
H -1.234 1.760 5.038
H -0.130 1.387 3.668
H 0.309 0.994 5.352
C 2.178 0.108 -3.460
C -0.077 -1.063 -0.628
C 1.030 -0.834 -1.431
C -1.318 -0.574 -1.024
C 0.949 -0.100 -2.615
C -1.409 0.192 -2.163
C -0.288 0.395 -2.982
H 0.082 -1.584 0.313
H 1.986 -1.184 -1.067
H -2.201 -0.762 -0.434
H -2.302 0.703 -2.495
H 2.870 0.759 -2.907
H 1.941 0.595 -4.404
H -0.426 0.952 -3.898
H 2.738 -0.810 -3.621
```

Its net charge is -1. For the maximum force, the calculation gives 1.21 eV/A. As for the energy: -500.077418 Ha. The value obtained for the energy above the lowest of the compared OMol25 structures with the same formula, charge and spin is 39.7 kJ/mol. The HOMO-LUMO gap is 6.54 eV.


Record 2
The following is a quantum chemistry calculation of 2 unconnected molecules or ions with the total composition C9H11O2 in a non-equilibrium geometry, from the OMol25 dataset.

XYZ file:
```
22
C9H11O2 (ωB97M-V/def2-TZVPD)
C -0.714 -2.829 -0.718
C -1.538 -3.092 0.609
O -1.951 -2.065 1.191
O -1.870 -4.265 0.781
H 0.198 -3.362 -0.630
H -0.511 -1.827 -0.951
H -1.148 -3.307 -1.643
C 0.126 4.129 -0.079
C 0.239 0.399 0.039
C -0.229 1.738 0.197
C 1.536 0.071 -0.472
C 0.635 2.765 -0.194
C 2.350 1.127 -0.716
C 1.901 2.471 -0.568
H -0.498 -0.316 0.462
H -1.149 1.804 0.607
H 1.872 -0.854 -0.745
H 3.395 0.943 -1.112
H -0.036 4.677 -0.968
H 0.789 4.728 0.640
H 2.722 3.211 -0.462
H -0.904 4.266 0.433
```

Its net charge is -1. For the maximum force, the calculation gives 6.08 eV/A. As for the energy: -500.038951 Ha. The value obtained for the energy above the lowest of the compared OMol25 structures with the same formula, charge and spin is 140.7 kJ/mol. The HOMO-LUMO gap is 7.12 eV.


Record 3
The following is a quantum chemistry calculation of 2 unconnected molecules or ions with the total composition C9H11O3 in a non-equilibrium geometry, from the OMol25 dataset.

XYZ file:
```
23
C9H11O3 (ωB97M-V/def2-TZVPD)
C -1.567 2.842 1.378
C 1.827 0.222 1.214
C 1.620 0.988 2.348
C 0.947 0.295 0.137
C 0.536 1.851 2.424
C -0.231 0.987 0.337
C -0.465 1.798 1.458
O 2.963 -0.558 1.190
H 3.186 -0.768 0.268
H 2.432 1.060 3.060
H 1.113 -0.232 -0.792
H 0.419 2.544 3.255
H -1.035 0.923 -0.385
H -1.801 3.037 0.337
H -1.238 3.744 1.889
H -2.501 2.518 1.853
C -1.140 -3.626 -2.883
C -0.520 -2.207 -2.817
O 0.724 -2.169 -2.701
O -1.330 -1.257 -2.885
H -2.229 -3.545 -2.851
H -0.815 -4.265 -2.048
H -0.894 -4.184 -3.786
```

Its net charge is -1. For the maximum force, the calculation gives 1.11 eV/A. As for the energy: -575.326975 Ha. The value obtained for the energy above the lowest of the compared OMol25 structures with the same formula, charge and spin is 82.6 kJ/mol. The HOMO-LUMO gap is 7.38 eV.


Record 4
The following is a quantum chemistry calculation of 2 unconnected molecules or ions with the total composition C9H11O3 in a non-equilibrium geometry, from the OMol25 dataset.

XYZ file:
```
23
C9H11O3 (ωB97M-V/def2-TZVPD)
C -2.313 -2.778 -0.632
C -0.428 1.102 -0.407
C -1.669 0.975 0.226
C 0.043 0.040 -1.207
C -2.366 -0.222 0.125
C -0.630 -1.164 -1.178
C -1.835 -1.355 -0.457
O 0.216 2.241 -0.222
H 1.292 2.245 -0.432
H -2.147 1.875 0.586
H 1.067 0.172 -1.546
H -3.398 -0.317 0.452
H -0.305 -1.939 -1.859
H -2.760 -2.971 -1.609
H -3.146 -3.024 0.049
H -1.542 -3.489 -0.348
C 2.568 1.184 1.829
C 3.182 1.228 0.403
O 2.627 2.082 -0.373
O 4.154 0.523 0.159
H 1.529 0.891 1.830
H 2.739 2.213 2.152
H 3.121 0.489 2.459
```

Its net charge is -1. For the maximum force, the calculation gives 2.91 eV/A. As for the energy: -575.336576 Ha. The value obtained for the energy above the lowest of the compared OMol25 structures with the same formula, charge and spin is 57.4 kJ/mol. The HOMO-LUMO gap is 7.76 eV.


Record 5
The following is a quantum chemistry calculation of 2 unconnected molecules or ions with the total composition C9H11O3 in a non-equilibrium geometry, from the OMol25 dataset.

XYZ file:
```
23
C9H11O3 (ωB97M-V/def2-TZVPD)
C -0.048 -2.917 2.720
C 0.543 0.743 0.390
C 0.503 0.736 1.824
C 0.241 -0.506 -0.217
C 0.342 -0.432 2.551
C 0.023 -1.640 0.547
C -0.012 -1.634 1.937
O 0.838 1.814 -0.267
H 0.994 1.997 -1.815
H 0.809 1.614 2.380
H 0.240 -0.542 -1.298
H 0.455 -0.342 3.619
H -0.203 -2.571 0.030
H -0.717 -2.787 3.579
H 0.920 -3.157 3.175
H -0.425 -3.769 2.163
C -1.217 1.900 -2.692
C 0.060 1.950 -3.507
O 1.164 1.873 -2.804
O 0.085 2.050 -4.715
H -1.368 2.818 -2.133
H -1.200 1.024 -2.053
H -2.028 1.778 -3.414
```

Its net charge is -1. For the maximum force, the calculation gives 1.27 eV/A. As for the energy: -575.352201 Ha. The value obtained for the energy above the lowest of the compared OMol25 structures with the same formula, charge and spin is 16.4 kJ/mol. The HOMO-LUMO gap is 7.06 eV.


Record 6
The following is a quantum chemistry calculation of 2 unconnected molecules or ions with the total composition C9H11O3 in a non-equilibrium geometry, from the OMol25 dataset.

XYZ file:
```
23
C9H11O3 (ωB97M-V/def2-TZVPD)
C 0.273 -2.576 3.632
C -0.313 -1.674 2.509
O 0.265 -0.566 2.430
O -1.340 -2.051 1.885
H 1.264 -2.913 3.322
H -0.455 -3.337 3.907
H 0.396 -1.974 4.535
C 0.805 3.234 -1.943
C -1.363 0.143 -1.838
C -0.585 -0.822 -1.172
C -0.928 1.419 -2.095
C 0.323 1.832 -1.676
C 0.626 -0.371 -0.688
C 1.114 0.884 -1.052
O -1.156 -1.999 -0.823
H -2.400 -0.164 -1.938
H -1.621 2.142 -2.512
H 1.223 -0.932 0.014
H -1.065 -2.185 0.149
H 1.590 3.518 -1.243
H -0.020 3.929 -1.774
H 2.106 1.157 -0.697
H 1.261 3.307 -2.931
```

Its net charge is -1. For the maximum force, the calculation gives 1.68 eV/A. As for the energy: -575.337797 Ha. The value obtained for the energy above the lowest of the compared OMol25 structures with the same formula, charge and spin is 54.2 kJ/mol. The HOMO-LUMO gap is 7.96 eV.


Record 7
The following is a quantum chemistry calculation of 2 unconnected molecules or ions with the total composition C9H11O3 in a non-equilibrium geometry, from the OMol25 dataset.

XYZ file:
```
23
C9H11O3 (ωB97M-V/def2-TZVPD)
C 2.452 1.241 0.397
C 3.387 2.486 0.632
O 2.874 3.362 1.390
O 4.515 2.510 0.100
H 2.704 0.357 0.965
H 2.433 1.113 -0.698
H 1.443 1.642 0.521
C -1.812 -0.031 -2.480
C -0.903 -1.308 1.477
C -0.771 -2.255 0.476
C -1.272 0.018 1.224
C -1.041 -1.833 -0.848
C -1.692 0.341 -0.039
C -1.521 -0.576 -1.098
O -0.640 -1.670 2.790
H 0.218 -2.084 2.841
H -0.605 -3.301 0.679
H -1.196 0.781 1.984
H -0.780 -2.472 -1.684
H -2.065 1.344 -0.201
H -1.441 -0.707 -3.251
H -1.392 0.966 -2.598
H -2.895 0.077 -2.578
```

Its net charge is -1. For the maximum force, the calculation gives 2.48 eV/A. As for the energy: -575.304784 Ha. The value obtained for the energy above the lowest of the compared OMol25 structures with the same formula, charge and spin is 140.8 kJ/mol. The HOMO-LUMO gap is 6.56 eV.


Record 8
The following is a quantum chemistry calculation of a molecular structure, C9H11O3 in a non-equilibrium geometry, from the OMol25 dataset.

XYZ file:
```
23
C9H11O3 (ωB97M-V/def2-TZVPD)
C -2.910 2.059 0.756
C -3.759 0.882 1.345
O -3.113 -0.117 1.901
O -4.975 1.013 1.254
H -2.341 2.619 1.398
H -3.732 2.733 0.284
H -2.352 1.915 -0.294
C 3.863 -0.791 -1.042
C -0.340 -0.563 -0.069
C 0.645 -0.960 0.934
C 0.218 -0.223 -1.355
C 1.913 -1.212 0.595
C 1.560 -0.141 -1.464
C 2.503 -0.734 -0.541
O -1.599 -0.637 0.076
H -2.329 -0.643 1.076
H 0.257 -1.233 1.808
H -0.582 -0.231 -2.120
H 2.549 -1.717 1.324
H 1.838 0.348 -2.349
H 4.531 -0.826 -0.242
H 4.055 0.108 -1.763
H 4.100 -1.651 -1.512
```

Its net charge is -1. For the maximum force, the calculation gives 6.10 eV/A. As for the energy: -575.265577 Ha. The value obtained for the energy above the lowest of the compared OMol25 structures with the same formula, charge and spin is 243.8 kJ/mol. The HOMO-LUMO gap is 7.16 eV.